Computed, not measured: a 2-piece molecular cluster, C2HO4 overall at a distorted geometry, with ωB97M-V/def2-TZVPD.

## Properties
- Frontier orbital gap: 9.283 eV
- LUMO energy: 4.35 eV
- HOMO level: -0.181 Ha
- Net charge: -1
- F_max: 2.59 eV/Å

Last column: Löwdin charge in e.
CARTESIAN COORDINATES (ANGSTROEM)
1 C 1.26 -0.15 0.05  -0.59
2 C -1.46 0.06 0.01  -0.59
3 O -2.12 -0.77 0.53  0.08
4 O 1.38 0.74 0.89  -0.05
5 O -1.47 1.12 -0.50  0.10
6 O 0.26 -0.62 -0.52  -0.04
7 H 2.16 -0.38 -0.45  0.08